No. 1
# C25H46Cl2N3NiO6Si

C25H46Cl2N3NiO6Si as an isolated structure (ωB97M-V/def2-TZVPD, the Open Molecules 2025 dataset).

Its maximum force is 4.43 eV/Å. Its total charge is -1. Its LUMO energy (alpha / beta) is 2.2 / 2.1 eV. Its multiplicity is 3. Its calculated total energy is -117391.5751 eV.

Geometry (Å):
C: 2.435 -1.848 -4.343
C: 2.371 -3.090 -3.481
H: 3.195 -1.106 -3.915
H: 1.432 -1.423 -4.299
H: 2.783 -1.937 -5.377
C: 3.401 -3.962 -3.496
C: 4.601 -3.736 -4.339
H: 3.374 -4.892 -2.918
H: 5.112 -2.789 -4.114
H: 4.346 -3.690 -5.403
H: 5.297 -4.559 -4.167
Ni: 2.444 -0.414 -2.496
Cl: 1.808 1.493 -3.169
C: -3.717 -0.774 0.257
O: -3.495 -1.785 -0.325
N: -3.848 -0.176 1.414
C: -2.676 0.101 2.298
C: -5.189 0.082 1.939
H: -3.939 0.713 -0.838
H: -2.124 0.983 1.951
H: -2.015 -0.774 2.266
H: -3.048 0.250 3.316
H: -5.710 0.770 1.274
H: -5.083 0.499 2.936
H: -5.735 -0.861 1.989
H: -3.255 5.241 4.488
H: -4.128 5.941 2.359
C: -2.262 5.261 4.025
C: -3.270 5.581 1.772
N: -2.376 4.827 2.645
H: -1.584 4.591 4.550
C: -1.573 3.855 2.147
O: -0.774 3.176 2.803
H: -3.625 4.922 0.961
H: -1.724 3.714 1.054
H: -1.894 6.293 4.068
H: -2.750 6.456 1.337
H: 1.155 3.685 -0.829
H: 3.242 2.205 -1.164
C: 1.910 4.264 -0.279
C: 3.748 2.595 -0.276
N: 2.787 3.372 0.473
H: 1.403 4.947 0.416
C: 2.920 3.496 1.820
O: 3.692 2.825 2.505
H: 4.116 1.780 0.350
H: 2.244 4.286 2.218
H: 2.498 4.819 -1.025
H: 4.587 3.241 -0.574
O: 1.955 -1.861 -1.664
C: 1.390 -2.953 -2.294
C: 2.350 -4.757 -0.701
C: 1.269 -4.208 -1.406
H: 3.322 -4.240 -0.687
C: 2.209 -5.967 0.015
H: 0.365 -2.787 -2.696
C: 0.071 -4.945 -1.449
H: 3.049 -6.375 0.585
C: 1.009 -6.682 -0.043
C: -0.060 -6.167 -0.783
H: -0.749 -4.546 -2.049
H: 0.871 -7.619 0.503
H: -0.997 -6.718 -0.863
Si: 0.523 -1.214 1.264
Cl: -0.768 -0.243 -0.032
C: 2.277 -2.211 1.182
C: -0.457 -2.810 1.347
C: 1.332 0.273 2.047
H: 2.181 -3.305 1.201
H: 2.697 -1.948 2.162
H: 3.011 -1.939 0.402
H: 1.826 0.855 1.248
H: 2.130 -0.075 2.707
H: 0.621 0.895 2.604
H: 0.173 -3.704 1.174
H: -1.261 -2.863 0.593
H: -0.878 -2.793 2.356
C: -4.560 3.726 -1.725
C: -4.136 2.616 -0.833
O: -4.159 1.450 -1.500
O: -3.785 2.678 0.346
H: -5.339 3.376 -2.407
H: -3.690 4.060 -2.292
H: -4.899 4.556 -1.118

No. 2
# C25H46FN3O14

A 5-piece molecular cluster, C25H46FN3O14 overall (ωB97M-V/def2-TZVPD, the Open Molecules 2025 dataset).

Its structure (SMILES) is C#C[C@]1(C(=O)NC(=O)F)OC(=O)O[C@]1(CN)N=C=O.COCCOC.COCCOC.COCCOC.COCCOC. Its maximum force is 1.20 eV/Å. Its LUMO energy is -0.1 eV. Its calculated total energy is -62516.4699 eV.

Geometry (Å):
C: -2.024 0.198 3.120
C: -1.525 -0.870 2.911
C: -0.955 -2.203 2.697
C: -1.934 -3.241 3.253
O: -1.748 -3.799 4.287
N: -3.101 -3.360 2.434
C: -4.308 -3.694 3.109
O: -4.519 -4.563 3.873
F: -5.263 -2.836 2.729
O: 0.305 -2.315 3.374
C: 1.169 -1.600 2.589
O: 2.115 -1.002 2.962
O: 0.781 -1.708 1.286
C: -0.472 -2.396 1.219
C: -0.207 -3.868 0.897
N: 0.775 -3.963 -0.175
N: -1.375 -1.703 0.333
C: -1.632 -2.207 -0.756
O: -2.025 -2.661 -1.743
H: -2.447 1.154 3.336
H: -2.960 -3.935 1.612
H: 0.117 -4.348 1.831
H: -1.120 -4.377 0.578
H: 1.707 -3.841 0.201
H: 0.737 -4.878 -0.608
C: 1.489 -8.350 -4.810
O: 2.877 -8.146 -4.628
C: 3.198 -6.923 -3.990
C: 3.505 -7.112 -2.521
O: 2.374 -7.559 -1.790
C: 2.380 -8.952 -1.531
H: 1.348 -9.393 -5.088
H: 0.928 -8.145 -3.895
H: 1.103 -7.715 -5.616
H: 2.384 -6.201 -4.112
H: 4.086 -6.517 -4.483
H: 3.810 -6.149 -2.099
H: 4.338 -7.811 -2.399
H: 3.097 -9.199 -0.742
H: 2.624 -9.525 -2.429
H: 1.381 -9.226 -1.196
C: 4.945 -0.079 2.267
O: 6.164 0.164 1.580
C: 6.060 1.152 0.573
C: 6.583 2.497 1.032
O: 5.804 3.046 2.080
C: 6.362 2.851 3.366
H: 5.183 -0.664 3.153
H: 4.462 0.851 2.573
H: 4.254 -0.649 1.642
H: 5.022 1.252 0.238
H: 6.659 0.818 -0.281
H: 6.540 3.197 0.192
H: 7.629 2.402 1.340
H: 7.218 3.517 3.525
H: 6.681 1.817 3.515
H: 5.590 3.092 4.095
C: -5.698 2.784 -2.097
O: -4.295 2.952 -2.021
C: -3.851 3.489 -0.787
C: -3.308 2.421 0.136
O: -4.308 1.501 0.540
C: -4.288 0.290 -0.196
H: -5.905 2.166 -2.969
H: -6.094 2.290 -1.206
H: -6.200 3.750 -2.223
H: -4.660 4.039 -0.294
H: -3.049 4.200 -1.009
H: -2.920 2.904 1.039
H: -2.478 1.895 -0.348
H: -3.444 -0.325 0.125
H: -4.221 0.470 -1.272
H: -5.216 -0.239 0.017
C: -2.039 10.439 -0.790
O: -1.125 9.401 -1.091
C: -0.967 8.459 -0.045
C: -1.769 7.199 -0.288
O: -3.166 7.442 -0.281
C: -3.731 7.548 -1.575
H: -2.256 10.960 -1.722
H: -2.971 10.049 -0.374
H: -1.602 11.152 -0.082
H: -1.251 8.900 0.916
H: 0.093 8.195 0.004
H: -1.555 6.487 0.515
H: -1.465 6.741 -1.236
H: -3.809 6.560 -2.044
H: -3.144 8.204 -2.222
H: -4.731 7.963 -1.463

No. 3
# C25H46HoO2P2

C25H46HoO2P2 as an isolated structure (ωB97M-V/def2-TZVPD, the Open Molecules 2025 dataset).

Its maximum force is 1.73 eV/Å. Its total charge is +1. Its LUMO energy (alpha / beta) is -2.5 / -2.5 eV. Its multiplicity is 5. Its calculated total energy is -75138.5635 eV.

Geometry (Å):
Ho: -0.366 -0.115 0.448
C: 0.769 0.314 2.717
C: 0.949 1.473 1.894
C: -1.305 1.304 2.385
C: -0.623 0.232 3.036
C: -0.338 2.082 1.672
C: 1.852 -0.525 3.293
H: 2.727 -0.564 2.628
H: 1.517 -1.558 3.468
H: 2.198 -0.122 4.260
C: -1.240 -0.681 4.026
H: -0.528 -1.447 4.359
H: -2.117 -1.190 3.598
H: -1.583 -0.126 4.915
C: -2.738 1.645 2.562
H: -2.872 2.422 3.332
H: -3.314 0.765 2.872
H: -3.181 2.026 1.632
C: -0.614 3.363 0.974
H: -0.484 4.228 1.649
H: -1.647 3.397 0.604
H: 0.056 3.510 0.115
C: 2.267 2.021 1.524
H: 2.745 2.555 2.359
H: 2.182 2.717 0.689
H: 2.952 1.227 1.218
C: 1.582 -0.552 -1.921
C: 2.451 -0.185 -0.950
C: 3.689 0.620 -1.247
C: 3.518 2.139 -1.580
C: 2.113 2.642 -1.720
C: 1.290 2.232 -2.700
C: 1.732 1.286 -3.779
C: 1.826 -0.213 -3.366
H: 4.262 0.178 -2.085
H: 4.109 2.336 -2.492
H: 4.358 0.558 -0.370
H: 2.825 -0.561 -3.690
H: 0.781 -1.286 -1.750
H: 2.429 -0.641 0.052
H: 1.099 -0.770 -3.980
H: 1.018 1.364 -4.616
H: 0.301 2.670 -2.838
H: 2.714 1.581 -4.196
H: 4.006 2.718 -0.780
H: 1.842 3.490 -1.091
P: 0.281 -3.080 0.648
C: -0.306 -3.931 2.153
H: -0.057 -4.998 2.077
H: -1.393 -3.817 2.266
H: 0.189 -3.501 3.035
C: -0.606 -4.003 -0.662
H: -0.459 -5.080 -0.491
H: -0.186 -3.726 -1.639
H: -1.678 -3.761 -0.639
C: 1.953 -3.775 0.467
H: 2.346 -3.529 -0.527
H: 1.911 -4.864 0.592
H: 2.616 -3.340 1.223
P: -2.258 0.615 -1.736
C: -2.464 2.390 -2.103
H: -2.899 2.528 -3.100
H: -1.491 2.896 -2.061
H: -3.117 2.851 -1.352
C: -1.967 -0.106 -3.386
H: -1.108 0.375 -3.871
H: -2.864 0.025 -4.001
H: -1.755 -1.178 -3.289
C: -4.000 0.109 -1.475
H: -4.572 0.285 -2.397
H: -4.434 0.697 -0.655
H: -4.051 -0.956 -1.202
O: -3.639 -2.862 0.518
C: -3.249 -1.955 1.251
O: -2.178 -1.193 1.038
H: -3.775 -1.673 2.189

No. 4
# C25H46IrOP2

C25H46IrOP2 as an isolated structure (ωB97M-V/def2-TZVPD, the Open Molecules 2025 dataset).

Its maximum force is 4.56 eV/Å. Its total charge is +2. Its LUMO energy (alpha / beta) is -5.2 / -7.3 eV. Its multiplicity is 6. Its calculated total energy is -50112.4254 eV.

Geometry (Å):
Ir: -1.308 1.639 -3.295
C: -0.799 0.600 -0.400
C: -1.755 1.614 -0.633
C: -1.998 -0.042 -2.274
C: -0.872 -0.369 -1.414
C: -2.594 1.211 -1.752
C: 0.016 0.448 0.835
H: 0.101 1.395 1.376
H: 1.013 0.052 0.620
H: -0.455 -0.275 1.514
C: -0.117 -1.640 -1.493
H: -0.701 -2.471 -1.061
H: 0.835 -1.590 -0.941
H: 0.080 -1.889 -2.547
C: -2.720 -0.971 -3.170
H: -3.744 -1.163 -2.824
H: -2.189 -1.920 -3.230
H: -2.775 -0.507 -4.159
C: -3.975 1.655 -2.056
H: -4.664 0.805 -2.001
H: -3.988 2.068 -3.071
H: -4.275 2.434 -1.346
C: -2.067 2.751 0.261
H: -2.672 2.425 1.125
H: -2.635 3.510 -0.290
H: -1.144 3.201 0.655
C: 4.003 0.488 0.474
C: 3.409 1.143 1.440
C: 3.221 2.640 1.694
C: 3.749 3.555 0.570
C: 3.063 3.376 -0.705
C: 3.364 2.282 -1.593
C: 4.814 1.768 -1.549
C: 4.875 0.489 -0.695
H: 3.705 2.942 2.638
H: 4.826 3.356 0.491
H: 2.142 2.801 1.834
H: 5.919 0.232 -0.432
H: 3.185 -1.097 0.560
H: 2.935 0.560 2.245
H: 4.506 -0.351 -1.327
H: 5.188 1.511 -2.543
H: 2.612 1.455 -1.523
H: 5.505 2.537 -1.172
H: 3.615 4.607 0.889
H: 2.241 4.067 -0.932
P: 2.711 2.816 -3.345
P: -1.174 2.598 -5.123
C: 1.039 3.213 -3.853
C: 0.672 2.706 -5.253
H: 0.929 4.315 -3.802
H: 0.362 2.796 -3.030
H: 0.947 3.401 -6.071
H: 1.034 1.690 -5.523
C: -1.746 1.714 -6.570
H: -2.238 0.804 -6.213
H: -0.895 1.450 -7.200
H: -2.450 2.347 -7.108
C: -1.722 4.319 -5.197
H: -2.372 4.450 -6.063
H: -0.867 4.995 -5.270
H: -2.278 4.550 -4.286
C: 3.585 1.790 -4.548
H: 4.402 1.214 -4.098
H: 4.003 2.448 -5.318
H: 2.893 1.082 -5.009
C: 3.585 4.436 -3.440
H: 2.887 5.257 -3.243
H: 4.015 4.571 -4.438
H: 4.400 4.499 -2.704
C: 3.073 -2.766 1.637
O: 2.580 -1.898 0.610
H: 3.622 -3.608 1.193
H: 2.220 -3.179 2.190
H: 3.733 -2.251 2.353